The following is a DFT calculation (wB97M-V/def2-TZVPD) of a molecular structure, C8H17ClDyINO3P in a non-equilibrium geometry.

The geometry in ORCA input format:
```
! wB97M-V def2-TZVPD RIJCOSX def2/J DEFGRID3
* xyz 2 6
P -0.12 -2.20 -0.94
H -0.38 2.72 -3.64
H -2.21 -1.11 -1.43
I -2.81 1.60 0.18
H -2.23 -2.81 -2.02
H -0.05 3.15 3.72
C 0.52 -1.41 -2.46
H -0.07 -0.52 -2.71
C 0.29 -3.94 -1.28
O 0.65 0.23 2.74
H 0.47 -2.14 -3.28
H 1.08 0.37 5.42
H 2.48 1.09 4.62
C 1.40 1.22 4.81
H 1.37 -4.11 -1.20
O -1.71 0.99 -2.44
H 1.22 2.16 5.35
H -0.05 -4.16 -2.30
H -0.51 3.96 -2.34
C -0.85 1.76 -0.40
N 0.06 2.35 3.11
H -2.43 -2.46 -0.28
H 1.57 -1.11 -2.31
O 0.25 1.54 0.14
Dy 1.21 -1.15 1.30
Cl 3.35 -0.50 0.41
C -1.15 1.94 -1.85
H 0.76 2.71 -2.27
C -1.92 -2.14 -1.20
C 0.67 1.26 3.53
H -0.35 2.39 2.18
C -0.28 2.91 -2.57
H -0.22 -4.60 -0.57
*
```

The expectation value of S² is 9.350. The HOMO-LUMO gap (spin up / spin down) is 8.3 / 8.1 eV. The HOMO energy (spin up / spin down) comes out at -16.05 / -16.05 eV.

Results of the Mulliken charge analysis, in e, for atoms 1 through 5: number 1, P, carries 0.4873; number 2, H, carries 0.3359; number 3, H, carries 0.1753; number 4, I, carries 0.2574; number 5, H, carries 0.3566

The following is a DFT calculation (wB97M-V/def2-TZVPD) of 2 unconnected molecules or ions with the total composition C8H17N in a non-equilibrium geometry.

The geometry in ORCA input format:
```
! wB97M-V def2-TZVPD RIJCOSX def2/J DEFGRID3
* xyz 0 1
C 0.48 1.31 1.00
H 0.31 0.54 1.75
H -0.68 -3.05 1.14
H -2.30 -0.08 -1.70
C 2.11 -0.11 -0.25
C -1.84 -1.34 1.32
C -0.55 -2.27 0.39
H -1.00 -2.63 -0.53
C -0.33 -0.17 -0.90
H 1.85 2.45 -1.10
H 1.31 1.96 1.31
C -1.68 0.26 -0.87
H 0.53 -2.14 0.33
C 1.02 1.81 -1.41
H -0.41 1.94 0.96
H -2.16 -0.37 0.18
H 1.26 1.40 -2.39
H -0.04 -0.89 -1.65
H -2.50 -0.79 3.05
N -1.82 -1.34 2.54
H 2.06 -0.86 0.54
H 0.13 2.43 -1.51
H 2.94 0.55 -0.01
C 0.81 0.69 -0.37
H 2.35 -0.62 -1.19
H -1.86 1.31 -0.63
*
```

The energy above the lowest of the compared OMol25 structures with the same formula, charge and spin is 446.94 kJ/mol. The HOMO-LUMO gap (spin up / spin down) is 7.8 / 7.8 eV. The HOMO energy (spin up / spin down) comes out at -7.38 / -7.38 eV.

Results of the Mulliken charge analysis, in e, for atoms 1 through 5: number 1, C, carries -1.8007; number 2, H, carries 0.3686; number 3, H, carries 0.4055; number 4, H, carries 0.3639; number 5, C, carries -1.9476

The following is a DFT calculation (wB97M-V/def2-TZVPD) of a gas-phase ion, C8H17N2 (charge +1) in a non-equilibrium geometry.

The geometry in ORCA input format:
```
! wB97M-V def2-TZVPD RIJCOSX def2/J DEFGRID3
* xyz 1 3
C 1.51 -1.11 0.29
H -1.78 -2.16 1.35
H -1.54 2.38 0.17
H 2.00 -0.28 -1.55
C 2.34 -0.12 0.98
H 2.78 -1.71 -1.13
C 0.23 1.12 0.39
H 2.12 1.49 -0.44
C -0.43 2.44 0.07
H 0.06 3.20 0.64
C 1.87 -1.22 -1.13
H 1.20 -2.10 0.68
C 1.69 1.24 0.55
C -2.19 -0.26 -1.32
H 2.25 -0.22 2.15
H -1.54 0.49 -1.92
H -3.14 0.26 -1.17
H 3.35 -0.12 0.62
N -1.52 -0.54 -0.05
H 1.15 -1.90 -1.85
H -2.49 -1.07 -1.96
H 1.80 2.04 1.33
H -2.32 -0.48 1.93
H -3.26 -1.54 0.89
H -0.21 2.59 -1.05
N -0.31 -0.07 0.30
C -2.24 -1.21 1.09
*
```

The energy above the lowest of the compared OMol25 structures with the same formula, charge and spin is 196.63 kJ/mol. The expectation value of S² is 2.014. The HOMO-LUMO gap (spin up / spin down) is 6.2 / 8.5 eV. The HOMO energy (spin up / spin down) comes out at -9.42 / -14.78 eV.

Results of the Mulliken charge analysis, in e, for atoms 1 through 5: number 1, C, carries -0.0169; number 2, H, carries 0.2977; number 3, H, carries 0.3294; number 4, H, carries 0.3742; number 5, C, carries -0.6917

Copy entry 3 word for word.
The following is a DFT calculation (wB97M-V/def2-TZVPD) of a gas-phase ion, C8H17N2 (charge +1) in a non-equilibrium geometry.

The geometry in ORCA input format:
```
! wB97M-V def2-TZVPD RIJCOSX def2/J DEFGRID3
* xyz 1 3
C 1.51 -1.11 0.29
H -1.78 -2.16 1.35
H -1.54 2.38 0.17
H 2.00 -0.28 -1.55
C 2.34 -0.12 0.98
H 2.78 -1.71 -1.13
C 0.23 1.12 0.39
H 2.12 1.49 -0.44
C -0.43 2.44 0.07
H 0.06 3.20 0.64
C 1.87 -1.22 -1.13
H 1.20 -2.10 0.68
C 1.69 1.24 0.55
C -2.19 -0.26 -1.32
H 2.25 -0.22 2.15
H -1.54 0.49 -1.92
H -3.14 0.26 -1.17
H 3.35 -0.12 0.62
N -1.52 -0.54 -0.05
H 1.15 -1.90 -1.85
H -2.49 -1.07 -1.96
H 1.80 2.04 1.33
H -2.32 -0.48 1.93
H -3.26 -1.54 0.89
H -0.21 2.59 -1.05
N -0.31 -0.07 0.30
C -2.24 -1.21 1.09
*
```

The energy above the lowest of the compared OMol25 structures with the same formula, charge and spin is 196.63 kJ/mol. The expectation value of S² is 2.014. The HOMO-LUMO gap (spin up / spin down) is 6.2 / 8.5 eV. The HOMO energy (spin up / spin down) comes out at -9.42 / -14.78 eV.

Results of the Mulliken charge analysis, in e, for atoms 1 through 5: number 1, C, carries -0.0169; number 2, H, carries 0.2977; number 3, H, carries 0.3294; number 4, H, carries 0.3742; number 5, C, carries -0.6917